Molecular formula: C38H108N6O20
Method: DFT, wB97M-V/def2-TZVPD

Geometry as XYZ:
```
172
Properties=species:S:1:pos:R:3:forces:R:3
C 10.29212 -21.96826 -26.55812 -1.2 1.1 0.9
C 9.33295 -21.10948 -25.77939 -1.4 2.3 -0.2
O 7.97657 -21.63824 -25.65601 1.0 0.2 -0.6
O 10.55133 -22.99269 -25.69006 1.7 -2.4 0.2
H 11.22118 -21.41991 -26.71389 -0.1 0.1 -0.3
H 9.82806 -22.29662 -27.48813 0.1 0.0 -0.3
H 9.23517 -20.12034 -26.22676 0.0 0.2 -0.5
H 9.67155 -20.87242 -24.77080 0.5 -0.5 0.1
H 7.58696 -21.13408 -24.93794 -0.2 -0.2 0.0
H 9.72115 -23.34273 -25.35860 -0.7 -0.4 0.6
C 14.47964 -24.60528 -20.96595 -1.7 0.0 0.1
C 15.54600 -24.88909 -19.95748 1.3 2.2 -1.0
O 15.67985 -23.66430 -19.12703 -0.8 -1.9 0.7
O 14.75086 -23.55850 -21.86235 1.3 0.1 -0.1
H 13.59685 -24.28498 -20.41261 -0.2 -0.1 0.6
H 14.12784 -25.50873 -21.46407 0.4 -0.3 -0.4
H 16.50563 -25.10069 -20.42913 0.1 0.3 -0.2
H 15.34307 -25.85420 -19.49328 -0.4 0.6 1.2
H 16.29813 -22.99925 -19.43854 0.2 -0.6 -0.6
H 13.92367 -23.25596 -22.24424 -0.4 -0.1 -0.3
C 11.31067 -24.55964 -22.75618 -1.0 -1.1 -1.1
C 11.32473 -25.72497 -23.75548 0.1 -1.5 -0.2
O 12.63736 -26.19768 -24.08652 0.5 1.9 1.1
O 12.02410 -23.46565 -23.27460 1.1 0.2 0.9
H 11.60917 -24.91968 -21.77161 0.7 0.5 -0.1
H 10.27495 -24.23294 -22.66320 0.0 -0.4 0.3
H 10.75013 -25.49854 -24.65363 0.2 0.7 -0.4
H 10.77569 -26.60418 -23.41837 -0.3 0.2 0.9
H 12.61127 -27.05642 -24.51489 -0.8 -0.3 -0.6
H 11.69526 -23.37304 -24.17176 0.0 0.4 -0.6
C 7.56027 -24.97497 -20.64811 2.9 1.7 -0.4
C 8.79590 -25.57889 -19.93211 -0.9 -1.4 -0.3
O 9.72357 -26.26397 -20.77985 -1.2 0.5 -0.9
O 8.15592 -23.86625 -21.42676 -1.7 -1.7 -0.5
H 6.93237 -24.48114 -19.90651 -0.3 -0.5 0.2
H 6.99268 -25.66676 -21.27050 0.2 0.2 -0.1
H 8.35906 -26.37492 -19.32912 0.1 0.2 1.1
H 9.30843 -24.78969 -19.38203 -0.2 -0.1 0.3
H 10.59825 -26.26688 -20.38421 0.3 0.2 0.8
H 8.28998 -23.18289 -20.76597 0.5 0.7 0.0
C 7.28192 -24.68632 -24.52839 2.4 -1.6 1.2
C 7.27842 -25.09948 -25.99159 -1.2 0.5 1.0
O 6.91002 -24.01251 -26.77879 -0.2 0.4 -0.8
O 8.48357 -23.93510 -24.20917 -0.6 0.4 -1.0
H 7.49937 -25.57173 -23.93102 -0.7 -0.8 -0.2
H 6.38321 -24.26325 -24.07958 -0.2 0.5 -0.7
H 6.47739 -25.83531 -26.06248 0.2 -0.4 -0.3
H 8.22521 -25.50318 -26.35034 0.2 -0.3 0.5
H 7.22884 -23.23814 -26.30942 0.1 0.7 -0.2
H 8.56037 -23.95262 -23.25240 -0.1 0.2 0.6
C 16.92889 -25.83192 -23.08253 -0.4 0.6 -0.7
C 16.24186 -25.79179 -24.47967 0.3 1.7 0.0
O 16.94609 -24.93956 -25.41419 1.0 -0.8 0.9
O 18.08586 -26.61856 -23.03714 0.6 -0.9 -0.1
H 16.21440 -26.18986 -22.34126 -0.3 -0.5 -0.2
H 17.18186 -24.84093 -22.70564 -0.3 0.4 -0.6
H 15.28394 -25.28536 -24.36126 -0.4 -0.5 0.5
H 16.07865 -26.77130 -24.92914 0.2 -0.3 0.3
H 16.33034 -24.56715 -26.04961 -0.5 -0.1 -0.3
H 18.85603 -26.10192 -22.78914 -0.2 0.1 -0.2
C 14.54727 -22.83927 -25.92932 -1.4 -0.5 -0.1
C 15.60437 -21.81143 -25.60045 0.8 0.1 -2.8
O 15.82969 -20.98434 -26.82685 -0.4 -0.4 1.6
O 14.94246 -23.68360 -27.02768 1.9 0.7 0.4
H 13.60323 -22.43811 -26.29805 -0.2 0.7 0.6
H 14.32081 -23.46026 -25.06261 0.0 0.0 0.3
H 16.52167 -22.38647 -25.47399 0.2 0.2 0.5
H 15.44346 -21.13277 -24.76281 -0.3 -0.3 -0.1
H 15.51233 -21.54456 -27.53892 0.1 -0.1 -0.3
H 14.18727 -24.16792 -27.36935 -0.9 -0.1 0.2
C 9.79723 -29.26256 -22.53453 0.7 -0.5 1.2
C 8.36743 -29.31301 -22.10589 0.3 -0.6 -0.2
C 8.16972 -29.56642 -20.62760 -0.7 -0.8 0.5
O 8.82875 -30.71101 -20.07944 -0.2 0.1 -0.2
C 8.74886 -30.68197 -18.65110 1.7 0.3 -0.4
N 7.79409 -28.05635 -22.52514 -1.2 0.4 0.0
H 10.19175 -30.27850 -22.51653 0.3 0.0 -0.5
H 10.29056 -28.76499 -21.69958 0.5 0.4 -0.4
H 9.91446 -28.71404 -23.46913 0.1 -0.3 0.1
H 7.91152 -30.18828 -22.56867 -0.5 0.3 -0.6
H 7.11433 -29.83208 -20.56708 -0.5 0.6 0.4
H 8.39313 -28.68603 -20.02501 0.1 0.3 0.0
H 7.93534 -30.07481 -18.25406 -0.3 -0.4 -0.1
H 9.68299 -30.21481 -18.33921 0.0 0.4 0.4
H 8.84777 -31.68128 -18.22719 -0.7 -0.1 -0.3
H 8.15774 -27.30162 -21.96101 0.8 0.0 0.0
H 6.80234 -27.98968 -22.34599 -0.4 -0.4 -0.1
C 12.73260 -30.46342 -26.34990 1.2 -2.0 0.1
C 12.71413 -29.50271 -25.15069 0.7 -0.7 -2.9
C 14.19223 -29.20022 -24.67030 -1.8 1.1 0.0
O 14.92510 -30.24822 -24.18103 2.2 -1.0 -1.9
C 14.44717 -30.85353 -23.04421 -1.4 1.3 0.8
N 12.16085 -28.29831 -25.80537 -0.4 0.8 1.5
H 11.80338 -30.96891 -26.61284 -0.5 0.6 0.1
H 13.37545 -31.33246 -26.20980 0.4 -0.1 0.4
H 13.14996 -29.99399 -27.24071 -0.2 0.2 0.0
H 12.01830 -29.93908 -24.43409 0.3 0.6 0.5
H 14.12317 -28.37794 -23.95814 -0.1 0.1 0.8
H 14.75722 -28.70893 -25.46247 -0.1 -0.5 -0.5
H 14.32775 -29.99105 -22.38848 -0.5 -0.3 1.0
H 15.09148 -31.56971 -22.53425 0.2 0.0 -0.8
H 13.46382 -31.24145 -23.30996 -0.2 -0.6 0.7
H 12.64378 -28.13217 -26.67673 0.4 0.0 -0.1
H 11.20912 -28.48560 -26.08685 -0.3 0.0 0.2
C 11.24261 -24.90960 -29.26658 -0.1 -0.7 -0.9
C 12.02426 -25.92528 -28.41824 1.1 1.1 -0.1
C 13.28170 -26.63381 -29.03493 -2.3 0.3 -1.7
O 13.83092 -27.60341 -28.19902 -0.1 0.2 0.6
C 15.14153 -28.05756 -28.45762 0.2 -0.3 0.7
N 12.44654 -25.11701 -27.29875 0.0 -0.5 1.1
H 11.69225 -23.92750 -29.41285 0.8 -0.4 -0.3
H 10.31226 -24.61026 -28.78395 -0.2 -0.6 0.3
H 10.97895 -25.39873 -30.20432 -0.1 0.4 -0.3
H 11.28279 -26.67432 -28.14029 0.1 -0.5 0.1
H 13.98046 -25.94803 -29.51404 0.4 0.3 0.6
H 12.81242 -27.14434 -29.87591 0.2 -0.4 -0.6
H 15.24597 -28.92561 -27.80671 0.2 0.0 0.0
H 15.88530 -27.32518 -28.14374 0.0 0.2 -0.2
H 15.35541 -28.40464 -29.46851 -0.4 0.3 -0.3
H 11.57598 -24.82291 -26.87953 -0.1 0.9 0.4
H 12.79422 -25.73432 -26.57893 0.5 -0.2 0.5
C 6.86452 -21.51792 -18.11433 -0.8 0.1 -0.1
C 8.26523 -21.89973 -17.71885 -0.8 -0.6 -1.0
C 9.27971 -21.37706 -18.74810 -0.5 0.3 -0.8
O 9.11225 -21.84667 -20.12664 1.2 0.7 1.2
C 10.04460 -21.18034 -20.99579 0.0 0.1 -0.9
N 8.45237 -21.27500 -16.41855 0.7 -0.7 0.0
H 6.12228 -21.81426 -17.37315 0.4 0.4 0.6
H 6.42731 -22.02484 -18.97455 0.7 0.4 -0.7
H 6.94118 -20.43343 -18.19254 -0.9 0.2 -0.4
H 8.21095 -22.98837 -17.72282 0.9 -0.2 0.7
H 10.30277 -21.52538 -18.40249 0.1 -0.2 -0.1
H 9.07817 -20.30776 -18.81200 0.3 0.4 0.2
H 9.80487 -20.13844 -21.20812 -0.5 0.2 0.5
H 10.06024 -21.63855 -21.98467 -0.4 -0.5 0.1
H 11.09911 -21.17281 -20.72004 -0.1 -0.4 0.8
H 8.45499 -20.27393 -16.55251 -0.1 0.3 0.1
H 9.36086 -21.49939 -16.03855 0.2 -0.1 0.2
C 12.56568 -28.19509 -20.50616 -0.1 -1.3 -1.1
C 11.73593 -28.20374 -19.25822 1.3 0.0 2.3
C 12.17568 -29.10992 -18.03955 -0.9 0.8 -0.8
O 11.27955 -28.72905 -16.94557 0.0 -0.9 -1.8
C 11.53538 -29.33241 -15.70369 0.9 -0.2 -0.5
N 11.74666 -26.85951 -18.73286 -1.0 1.7 0.3
H 12.65524 -29.18832 -20.94613 -0.4 -0.3 -0.1
H 13.61602 -27.90377 -20.50959 -0.1 0.6 0.8
H 12.01070 -27.59371 -21.22619 0.4 0.1 -0.2
H 10.68708 -28.42079 -19.46046 0.1 -0.3 -0.3
H 13.21112 -28.87173 -17.79618 0.2 0.0 0.3
H 12.12251 -30.14966 -18.36235 -0.3 -0.4 0.6
H 11.55604 -30.42215 -15.71555 -0.3 -0.3 -0.4
H 10.75714 -29.02954 -15.00318 0.4 0.3 0.0
H 12.56403 -29.04106 -15.49131 0.0 0.2 1.1
H 11.23823 -26.89594 -17.86092 -0.6 0.2 0.1
H 12.62921 -26.50489 -18.39308 0.7 -0.3 -0.6
C 15.47138 -18.72024 -21.03052 -0.5 0.2 0.6
C 14.22473 -19.56671 -20.62788 1.5 0.4 -1.0
C 13.72499 -20.27363 -21.91246 -0.9 0.4 -0.4
O 13.03204 -19.31155 -22.70859 -0.3 2.3 1.0
C 12.53530 -19.70782 -23.95138 0.8 -2.5 0.1
N 14.67595 -20.43315 -19.54670 0.1 -0.7 -0.3
H 15.18519 -17.86809 -21.64698 0.1 -0.2 -0.2
H 16.23063 -19.34158 -21.50546 -0.2 -0.1 -0.5
H 16.00060 -18.34023 -20.15666 -0.4 0.2 0.3
H 13.44984 -18.91115 -20.23053 -0.2 0.0 -0.3
H 13.04813 -21.08344 -21.64013 -0.3 -0.3 0.0
H 14.49784 -20.70889 -22.54599 0.5 -0.1 0.3
H 12.03421 -19.06643 -24.67638 0.1 1.2 1.0
H 11.84985 -20.52360 -23.72166 -0.3 -0.5 -0.5
H 13.39301 -20.10412 -24.49487 0.0 -0.4 -0.5
H 14.13686 -21.28297 -19.46137 -0.7 -0.1 0.1
H 15.55670 -20.83050 -19.84078 0.5 0.2 0.0
```
Positions in Å, forces in eV/Å.

**Molar mass**: 969.304 g/mol
**2S+1**: 1
**HOMO-LUMO gap**: 9.58 eV
**E_tot**: -3345.60394 hartree
**Net charge**: 0

Atomic partial charges in e from the Löwdin method, atoms 1 to 4: atom 1 (C): -0.230, atom 2 (C): -0.194, atom 3 (O): -0.077, atom 4 (O): -0.094